No. 1
DFT (ωB97M-V/def2-TZVPD) results for a single CH3N3O molecule at a distorted geometry.

Summary:
2S+1: 1
Kohn-Sham gap in eV: 10.130
E_HOMO in eV: -10.28
Strongest force on any atom in eV/A: 7.28
LUMO in eV: -0.2
Energy above the lowest of the compared OMol25 structures with the same formula, charge and spin in eV: 5.409
Structure (SMILES): N#CONN

Last column: Löwdin charge in e.
Element x y z (Å)
1 C 0.367 -0.028 -1.729  -0.1707
2 N 0.113 0.838 -2.411  0.1136
3 N -0.134 0.305 1.344  0.0439
4 N -0.322 -0.763 0.511  -0.1643
5 O 0.756 -0.904 -0.424  -0.0790
6 H 0.706 0.386 1.860  0.0780
7 H -0.267 1.066 0.694  0.0727
8 H -1.219 -0.900 0.154  0.1059


No. 2
DFT (ωB97M-V/def2-TZVPD) results for a molecular structure, C29H33BrN6OP2S2Sc at a distorted geometry.

Summary:
Total charge: +1
2S+1: 1
Kohn-Sham gap in eV: 5.957
E_HOMO in eV: -9.78
Strongest force on any atom in eV/A: 1.91
LUMO in eV: -3.8
Energy above the lowest of the compared OMol25 structures with the same formula, charge and spin in eV: 0.266

Last column: Löwdin charge in e.
Element x y z (Å)
1 Sc 0.057 0.136 1.156  0.6565
2 C 3.879 -4.194 2.126  -0.3601
3 S 4.292 -2.468 1.727  0.8871
4 C 2.736 -1.777 1.406  -1.1592
5 S 2.694 -0.131 0.977  0.6052
6 N 1.700 -2.579 1.516  -0.0952
7 N 0.485 -2.045 1.352  -0.1246
8 C -0.511 -2.881 1.323  -0.0638
9 C -1.841 -2.377 1.105  -0.2756
10 C -2.901 -3.240 0.804  0.0035
11 C -4.137 -2.712 0.495  -0.0265
12 C -4.286 -1.330 0.486  -0.0220
13 C -3.195 -0.541 0.811  -0.0991
14 N -1.997 -1.030 1.125  0.0292
15 H 4.690 -4.579 2.737  0.0367
16 H 3.797 -4.763 1.204  0.0402
17 H 2.938 -4.211 2.661  0.0203
18 H -0.336 -3.953 1.400  0.1428
19 H -2.741 -4.307 0.788  0.1234
20 H -4.964 -3.361 0.250  0.1211
21 H -5.229 -0.880 0.222  0.1161
22 H -3.277 0.541 0.801  0.1273
23 C 1.604 -1.140 4.577  -0.2560
24 P 0.051 -0.301 4.062  0.8360
25 C -1.157 -1.151 5.160  -0.2606
26 C 0.230 1.299 4.993  -0.4201
27 C 1.253 2.230 4.338  -0.3960
28 P 0.782 2.455 2.554  0.8205
29 C -0.376 3.876 2.670  -0.2314
30 C 2.252 3.313 1.879  -0.2488
31 H 1.744 -1.048 5.655  0.0571
32 H 2.447 -0.691 4.051  0.0258
33 H 1.545 -2.195 4.310  0.0400
34 H -0.880 -1.039 6.209  0.0513
35 H -1.193 -2.212 4.911  0.0408
36 H -2.147 -0.725 5.001  0.0401
37 H 0.507 1.080 6.030  0.0899
38 H -0.761 1.771 4.996  0.0798
39 H 2.252 1.781 4.364  0.0815
40 H 1.295 3.190 4.864  0.0904
41 H 0.090 4.691 3.225  0.0543
42 H -1.300 3.583 3.163  0.0442
43 H -0.610 4.206 1.660  0.0331
44 H 2.483 4.211 2.454  0.0561
45 H 2.040 3.578 0.843  0.0469
46 H 3.104 2.633 1.891  0.0190
47 Br 2.821 -2.454 -6.690  0.7447
48 C 1.654 -0.963 -6.531  -0.6791
49 C 1.968 0.053 -5.638  -0.1144
50 C 1.090 1.101 -5.465  -0.0183
51 C -0.107 1.139 -6.190  -0.2992
52 C -0.364 0.150 -7.147  -0.0227
53 C 0.499 -0.912 -7.300  -0.1168
54 N -1.045 2.151 -6.081  0.0819
55 N -1.386 2.715 -5.047  0.0774
56 C -1.080 2.389 -3.748  -0.2349
57 C -0.855 3.467 -2.896  0.0025
58 C -0.566 3.299 -1.553  0.0130
59 C -0.501 2.026 -0.993  -0.3177
60 O -0.316 1.802 0.282  -0.2998
61 C -0.715 0.893 -1.847  -0.1346
62 N -0.612 -0.323 -1.249  0.0818
63 C -0.936 -1.387 -1.957  -0.1007
64 C -1.441 -1.312 -3.259  -0.0132
65 C -1.528 -0.090 -3.880  0.0212
66 C -1.090 1.064 -3.206  -0.0818
67 H 2.889 0.019 -5.075  0.1057
68 H 1.332 1.903 -4.783  0.1223
69 H -1.274 0.212 -7.725  0.1193
70 H 0.291 -1.693 -8.016  0.1053
71 H -0.886 4.460 -3.319  0.1220
72 H -0.392 4.161 -0.926  0.1133
73 H -0.838 -2.349 -1.467  0.1127
74 H -1.763 -2.212 -3.758  0.1139
75 H -1.962 -0.021 -4.865  0.1189


No. 3
DFT (ωB97M-V/def2-TZVPD) results for a molecular structure, C2H2N2O2 at a distorted geometry.

Summary:
2S+1: 1
Kohn-Sham gap in eV: 9.986
E_HOMO in eV: -10.11
Strongest force on any atom in eV/A: 7.04
LUMO in eV: -0.1
Energy above the lowest of the compared OMol25 structures with the same formula, charge and spin in eV: 3.453

Last column: Löwdin charge in e.
Element x y z (Å)
1 C 0.110 -0.177 0.760  -0.5411
2 C 0.090 0.557 -1.188  -0.1613
3 H -0.545 -1.874 1.012  0.2972
4 H -0.494 0.666 -2.209  0.1709
5 N 0.820 0.831 0.752  0.0734
6 N 0.815 1.416 -0.470  0.0670
7 O -0.415 -0.916 1.809  0.0359
8 O -0.382 -0.503 -0.468  0.0580


No. 4
DFT (ωB97M-V/def2-TZVPD) results for a gas-phase ion, C11H15N2 (charge +1) at a distorted geometry.

Summary:
Total charge: +1
2S+1: 1
Kohn-Sham gap in eV: 7.846
E_HOMO in eV: -12.22
Strongest force on any atom in eV/A: 5.36
LUMO in eV: -4.4
Energy above the lowest of the compared OMol25 structures with the same formula, charge and spin in eV: 4.565
Structure (SMILES): C=C=N[C@@H]1[C@@H]2C=[N+](CCC)C=C[C@@H]21

Last column: Löwdin charge in e.
Element x y z (Å)
1 C -1.889 1.889 -0.956  -0.0716
2 C -1.702 0.503 -1.507  0.0577
3 C -1.052 2.291 0.280  -0.0838
4 C -0.892 -0.313 -0.815  -0.0546
5 C -0.615 2.743 -1.133  -0.1710
6 C 1.249 2.587 -2.568  -0.1680
7 C 1.872 2.812 -3.648  0.0415
8 C -0.281 1.242 0.896  0.0523
9 C 0.706 -3.123 2.001  -0.1137
10 C -0.238 -2.017 1.572  -0.2163
11 C 0.643 -0.928 0.899  -0.1387
12 N 0.532 2.147 -1.689  0.1189
13 N -0.201 0.119 0.284  -0.0439
14 H -2.698 2.501 -1.107  0.1197
15 H -2.257 0.251 -2.335  0.1032
16 H -1.429 2.997 1.110  0.1852
17 H -0.630 -1.412 -1.142  0.1854
18 H -0.746 3.703 -1.368  0.1140
19 H 1.211 2.614 -4.545  0.1141
20 H 2.863 3.129 -3.584  0.0506
21 H 0.177 1.479 1.751  0.1275
22 H 0.149 -3.789 2.740  0.1140
23 H 1.248 -3.709 1.273  0.0902
24 H 1.380 -2.793 2.687  0.0325
25 H -0.905 -1.401 2.304  0.1510
26 H -1.004 -2.581 0.866  0.1422
27 H 1.377 -0.666 1.578  0.1092
28 H 1.275 -1.218 0.032  0.1525


No. 5
DFT (ωB97M-V/def2-TZVPD) results for 2 unconnected molecules or ions with the total composition C33H63IN7O5 at a distorted geometry.

Summary:
Total charge: +1
2S+1: 1
Kohn-Sham gap in eV: 8.026
E_HOMO in eV: -10.38
Strongest force on any atom in eV/A: 1.04
LUMO in eV: -2.4

Last column: Löwdin charge in e.
Element x y z (Å)
1 C 4.982 -5.097 -0.178  -0.0590
2 C 4.175 -3.808 -0.277  -0.2738
3 O 4.802 -2.827 -1.081  -0.1658
4 C 4.542 -2.968 -2.467  -0.1760
5 C 3.329 -2.149 -2.914  -0.1873
6 O 3.624 -1.227 -3.935  -0.1320
7 C 4.319 -0.080 -3.466  -0.1634
8 C 3.453 1.179 -3.427  -0.1382
9 O 3.331 1.708 -2.101  -0.1285
10 C 2.027 2.009 -1.646  -0.1669
11 C 1.308 0.829 -1.054  -0.2063
12 N 0.356 0.307 -1.772  0.2052
13 C -0.284 -0.794 -1.282  -0.1987
14 C -1.282 -1.427 -2.046  0.0395
15 C -1.975 -2.525 -1.554  -0.1382
16 C -3.023 -3.096 -2.470  -0.0933
17 C -4.391 -2.358 -2.386  -0.6567
18 N -4.632 -1.940 -1.008  0.1134
19 N -5.488 -3.205 -2.818  0.0819
20 N -4.358 -1.241 -3.323  0.0851
21 C -1.693 -3.026 -0.235  -0.0716
22 C -2.495 -4.200 0.268  -0.1814
23 N -3.323 -3.914 1.439  -0.1086
24 C -4.611 -4.606 1.387  -0.1175
25 C -0.679 -2.440 0.521  -0.1650
26 C -0.231 -2.844 1.890  -0.6639
27 I -1.376 -1.834 3.419  0.8611
28 C -0.077 -4.320 2.199  -0.3117
29 C 0.783 -4.558 3.440  -0.1140
30 C 0.046 -1.316 -0.016  -0.1562
31 N 1.045 -0.734 0.707  0.1956
32 C 1.678 0.293 0.213  -0.1806
33 C 2.800 0.826 1.038  -0.1304
34 O 2.606 2.182 1.413  -0.1847
35 C 3.804 2.829 1.829  -0.2514
36 C 4.613 3.375 0.675  -0.0602
37 H 5.476 -5.157 0.783  0.0698
38 H 5.762 -5.075 -0.927  0.0768
39 H 4.371 -5.981 -0.302  0.0707
40 H 4.072 -3.345 0.696  0.1104
41 H 3.173 -4.002 -0.656  0.1099
42 H 5.418 -2.593 -2.982  0.1300
43 H 4.407 -4.016 -2.720  0.1234
44 H 2.970 -1.638 -2.025  0.1135
45 H 2.531 -2.778 -3.285  0.1249
46 H 5.149 0.061 -4.145  0.1258
47 H 4.682 -0.259 -2.459  0.1247
48 H 2.476 0.931 -3.829  0.1263
49 H 3.897 1.954 -4.041  0.1221
50 H 1.398 2.365 -2.459  0.1257
51 H 2.120 2.814 -0.930  0.0899
52 H -1.489 -1.044 -3.031  0.1178
53 H -3.166 -4.159 -2.350  0.1005
54 H -2.658 -2.948 -3.476  0.1113
55 H -4.714 -0.938 -0.944  0.0729
56 H -5.512 -2.315 -0.682  0.0693
57 H -5.384 -3.406 -3.805  0.0854
58 H -5.483 -4.081 -2.314  0.0757
59 H -5.281 -1.098 -3.706  0.0771
60 H -4.028 -0.391 -2.893  0.0662
61 H -3.157 -4.539 -0.504  0.0859
62 H -1.813 -5.034 0.437  0.1192
63 H -2.862 -4.259 2.269  0.0429
64 H -5.205 -4.182 0.587  0.0514
65 H -5.135 -4.458 2.319  0.0795
66 H -4.515 -5.675 1.186  0.0812
67 H 0.727 -2.389 2.043  0.0372
68 H 0.410 -4.784 1.350  0.1189
69 H -1.034 -4.782 2.400  0.0745
70 H 1.276 -5.520 3.387  0.0735
71 H 1.527 -3.780 3.568  0.0719
72 H 0.165 -4.573 4.328  0.0571
73 H 2.832 0.209 1.930  0.1329
74 H 3.738 0.693 0.502  0.1341
75 H 4.404 2.112 2.379  0.1220
76 H 3.502 3.627 2.498  0.1120
77 H 5.174 2.582 0.193  0.0760
78 H 5.340 4.088 1.041  0.0809
79 H 3.987 3.811 -0.093  0.0669
80 C -2.061 6.604 0.130  -0.0450
81 C -1.749 5.123 0.093  -0.1560
82 N -0.623 4.670 0.987  -0.2601
83 C 0.632 5.361 0.552  0.0175
84 C -0.346 3.203 0.757  -0.1541
85 C -1.424 2.196 1.130  -0.0209
86 C -0.796 5.017 2.445  -0.0675
87 C -2.049 4.584 3.177  -0.1925
88 O -3.192 5.187 2.621  -0.2003
89 C -4.397 4.440 2.761  -0.0650
90 H -1.236 7.215 -0.235  0.0804
91 H -2.906 6.783 -0.533  0.0982
92 H -2.347 6.944 1.121  0.0784
93 H -1.443 4.829 -0.912  0.1385
94 H -2.624 4.540 0.356  0.1102
95 H 0.782 5.171 -0.507  0.1184
96 H 1.463 4.954 1.124  0.1066
97 H 0.546 6.425 0.738  0.1049
98 H 0.573 2.975 1.294  0.1103
99 H -0.140 3.127 -0.310  0.1163
100 H -1.388 1.924 2.182  0.0738
101 H -1.220 1.279 0.576  0.0758
102 H -2.435 2.513 0.876  0.0800
103 H -0.716 6.100 2.500  0.1366
104 H 0.070 4.583 2.945  0.1488
105 H -1.912 4.933 4.208  0.1448
106 H -2.149 3.500 3.221  0.1054
107 H -4.339 3.735 3.591  0.0954
108 H -4.616 3.892 1.839  0.0869
109 H -5.207 5.140 2.951  0.0953


No. 6
DFT (ωB97M-V/def2-TZVPD) results for a single C5H5Cl2FO molecule at a distorted geometry.

Summary:
2S+1: 1
Kohn-Sham gap in eV: 11.228
E_HOMO in eV: -10.63
Strongest force on any atom in eV/A: 5.05
LUMO in eV: 0.6
Energy above the lowest of the compared OMol25 structures with the same formula, charge and spin in eV: 0.000
Structure (SMILES): C[C@]1(C(=O)F)CC1(Cl)Cl

Last column: Löwdin charge in e.
Element x y z (Å)
1 C 0.207 1.590 0.131  -0.3993
2 C 0.277 -0.475 -1.340  -0.0796
3 C -0.098 0.062 0.055  -0.3875
4 C 1.137 -0.767 -0.207  -1.1127
5 C -1.279 -0.270 0.899  -0.0301
6 O 0.808 2.335 -0.559  0.1548
7 F -0.543 2.083 1.179  0.0566
8 Cl 2.717 -0.002 -0.110  0.6888
9 Cl 1.124 -2.326 0.702  0.6187
10 H -0.426 -1.175 -1.713  0.1100
11 H 0.734 0.157 -2.132  0.1375
12 H -1.479 -1.400 0.960  0.1104
13 H -2.042 0.049 0.302  0.0653
14 H -1.137 0.136 1.833  0.0670